Model w:
DFT (ωB97M-V with the def2-TZVPD basis set) results for the molecule C3H5N3O.

The geometry in XYZ format:
```
12
Properties=species:S:1:pos:R:3:nbo_charge:R:1
O -2.100 1.005 -0.350 -0.898
C -1.860 -0.157 0.245 -0.079
C -0.356 -0.305 0.187 0.444
N 0.211 0.744 -0.449 -0.345
N 1.570 0.470 -0.474 -0.363
C 1.725 -0.619 0.288 0.247
N 0.580 -1.157 0.648 -0.461
H -0.327 1.178 -1.216 0.487
H -2.314 -1.077 -0.216 0.159
H -2.130 -0.270 1.337 0.162
H 2.307 1.152 -0.627 0.432
H 2.694 -0.964 0.628 0.217
```

Calculated values
gap between HOMO and LUMO	0.27604	Eh
HOMO level	-7.36	eV
LUMO	0.146	eV
spin multiplicity	1

Model x:
DFT (ωB97M-V with the def2-TZVPD basis set) results for the molecule C3H5N3O.

The geometry in XYZ format:
```
12
Properties=species:S:1:pos:R:3:nbo_charge:R:1
N -1.839 -0.516 0.746 -0.813
C -0.596 -0.223 0.221 0.514
N 0.483 -0.878 0.302 -0.477
C 1.514 -0.019 -0.213 0.244
O 2.758 -0.571 -0.248 -0.670
C 1.194 1.228 -0.636 -0.315
N -0.347 1.101 -0.390 -0.624
H -1.869 -1.458 1.118 0.406
H -2.632 -0.330 0.144 0.385
H 2.676 -1.469 0.094 0.480
H -0.751 1.180 -1.326 0.437
H -0.711 1.875 0.168 0.435
```

Calculated values
gap between HOMO and LUMO	0.28610	Eh
HOMO level	-7.61	eV
LUMO	0.177	eV
spin multiplicity	1

It is model w that is the most stable of them.

Model w:
DFT (ωB97M-V with the def2-TZVPD basis set) results for the molecule C3H5N3O.

The geometry in XYZ format:
```
12
Properties=species:S:1:pos:R:3:nbo_charge:R:1
C -1.961 0.254 0.286 -0.677
C 1.072 -0.125 -0.175 0.628
C -0.664 -0.067 -0.348 0.291
N 2.200 0.358 0.407 -0.824
O 0.938 -1.432 -0.544 -0.329
N -0.399 -1.400 -0.902 -0.246
N 0.208 0.748 -0.938 -0.393
H 2.834 0.877 -0.183 0.415
H 2.652 -0.206 1.108 0.402
H -1.879 1.159 0.885 0.238
H -2.295 -0.583 0.900 0.243
H -2.706 0.417 -0.497 0.252
```

Calculated values
gap between HOMO and LUMO (spin up / spin down)	0.26804 / 0.23346	Eh
HOMO level (spin up / spin down)	-7.91 / -7.41	eV
LUMO (spin up / spin down)	-0.619 / -1.056	eV
spin multiplicity	1

Model x:
DFT (ωB97M-V with the def2-TZVPD basis set) results for a structure of composition C3H5N3O.

The geometry in XYZ format:
```
12
Properties=species:S:1:pos:R:3:nbo_charge:R:1
C 0.938 -0.776 -0.202 0.268
C -1.209 -0.323 0.033 0.290
C 0.466 1.614 -0.186 0.574
H 2.508 -1.776 0.074 0.339
H 0.599 -1.887 0.235 0.144
H -1.053 -1.488 0.817 0.188
H -3.397 0.310 0.073 0.398
H -0.383 2.071 -0.350 0.123
N 2.197 -0.726 -0.149 -0.616
N 0.066 0.233 -0.297 -0.552
N -2.202 0.508 -0.165 -0.681
O 1.472 2.239 0.117 -0.476
```

Calculated values
gap between HOMO and LUMO	0.36647	Eh
HOMO level	-9.86	eV
LUMO	0.107	eV
spin multiplicity	1

It is model x that is the most stable of them.

Model w:
DFT (ωB97M-V with the def2-TZVPD basis set) results for a structure of composition C3H5N3O.

The geometry in XYZ format:
```
12
Properties=species:S:1:pos:R:3:nbo_charge:R:1
O -2.273 0.852 -0.595 -0.698
C -1.557 -0.157 0.025 -0.082
C -0.156 0.154 0.259 0.250
N 0.479 0.959 -0.598 -0.280
N 1.704 0.451 -0.542 -0.347
C 1.779 -0.444 0.507 0.088
N 0.561 -0.774 0.906 -0.431
H -1.682 1.303 -1.218 0.482
H -1.405 -1.101 -0.657 0.160
H -2.001 -0.547 0.940 0.205
H 2.466 0.858 -1.069 0.418
H 2.091 -1.619 0.082 0.234
```

Calculated values
gap between HOMO and LUMO	0.36831	Eh
HOMO level	-9.74	eV
LUMO	0.283	eV
spin multiplicity	1

Model x:
DFT (ωB97M-V with the def2-TZVPD basis set) results for the molecule C3H5N3O.

The geometry in XYZ format:
```
12
Properties=species:S:1:pos:R:3:nbo_charge:R:1
C 1.148 -0.702 0.375 0.267
C -1.192 -0.145 -0.266 0.244
C 0.492 1.467 0.296 0.547
H 2.008 -2.490 0.438 0.356
H 2.036 -0.173 0.765 0.154
H -1.803 0.804 -0.234 0.195
H -2.584 -1.079 -0.918 0.342
H 1.501 1.638 0.795 0.135
N 1.133 -1.951 0.106 -0.623
N 0.094 0.139 0.230 -0.498
N -1.577 -1.293 -0.689 -0.567
O -0.174 2.414 -0.100 -0.553
```

Calculated values
gap between HOMO and LUMO	0.39152	Eh
HOMO level	-9.95	eV
LUMO	0.704	eV
spin multiplicity	1

It is model x that is the most stable of them.